Density functional theory data (wB97M-V/def2-TZVPD) for one molecule with the formula C4H6N2O.

HOMO in eV: -8.6
Energy in eV: -9271.9731
Frontier orbital gap in Ha: 0.3417
Net charge: 0
E_LUMO in hartree: 0.0238
Energy relative to the best compared isomer or geometry (same formula, charge and spin) in kJ/mol: 147.50

Atoms and positions in Å:
1 N 0.1879 2.1299 -0.6149
2 C 0.0058 0.8275 -0.1901
3 C 0.0338 -0.3449 -0.8463
4 C -0.4132 -1.4078 0.1271
5 O 0.2858 -2.6154 0.1045
6 N -0.4881 -0.7491 1.4448
7 C -0.3418 0.4978 1.2157
8 H 0.4465 2.7870 0.1073
9 H 0.7426 2.2439 -1.4509
10 H 0.2389 -0.5278 -1.8944
11 H -1.4599 -1.6759 -0.0710
12 H 1.2289 -2.4133 0.0696
13 H -0.4673 1.2481 1.9987

Cartesian forces (eV/Å) of the 2 atoms listed first:
0.13 0.02 0.00
0.04 -0.29 -0.01


Density functional theory data (wB97M-V/def2-TZVPD) for C33H27Cl5CsN5S2 as an isolated structure.

HOMO in eV: -1.7
Energy in eV: -126941.9315
Frontier orbital gap in Ha: 0.1821
Net charge: -2
E_LUMO in hartree: 0.1195
Energy relative to the best compared isomer or geometry (same formula, charge and spin) in kJ/mol: 34.88

Atoms and positions in Å:
1 Cs -0.6170 -1.0106 0.1073
2 C 2.7625 0.6251 0.0819
3 N 1.9666 1.2185 1.1438
4 C 1.4993 2.5312 0.7520
5 C 0.4859 3.2034 1.6740
6 N -0.8134 2.5525 1.6840
7 C -1.0017 1.6882 2.8401
8 C -1.9501 3.2857 1.2454
9 C -1.9803 4.6800 1.3581
10 C -3.0520 5.4525 0.9296
11 C -4.1571 4.8137 0.3878
12 C -4.1598 3.4336 0.2869
13 C -3.0921 2.6192 0.7068
14 S -3.2813 0.8922 0.5957
15 C 2.5671 1.0905 2.4335
16 C 3.1590 2.1910 3.0495
17 C 3.7132 2.1174 4.3211
18 C 3.6893 0.8983 4.9839
19 C 3.1372 -0.2117 4.3685
20 C 2.5670 -0.1746 3.0828
21 S 1.9372 -1.6276 2.3660
22 H 3.6427 1.2493 -0.1574
23 H 2.1559 0.5258 -0.8229
24 H 3.0881 -0.3693 0.3819
25 H 1.0027 2.4069 -0.2125
26 H 2.3422 3.2341 0.5817
27 H 0.4059 4.2244 1.3059
28 H 0.8775 3.2693 2.6943
29 H -0.9827 2.2616 3.7821
30 H -0.2134 0.9328 2.8785
31 H -1.9613 1.1834 2.7505
32 H -1.1531 5.1895 1.8348
33 H -3.0251 6.5298 1.0488
34 H -5.0213 5.3813 0.0565
35 H -5.0225 2.9213 -0.1219
36 H 3.1797 3.1394 2.5259
37 H 4.1481 2.9981 4.7797
38 H 4.1019 0.8081 5.9836
39 H 3.1256 -1.1665 4.8800
40 Cl 2.0074 -2.3148 -2.5874
41 C 0.6659 -3.4831 -2.5330
42 C -0.5629 -3.0336 -2.1185
43 C -1.5500 -3.9849 -2.0754
44 Cl -3.1566 -3.4902 -1.4823
45 C -1.3803 -5.3093 -2.4676
46 Cl -2.6850 -6.4576 -2.4452
47 C -0.1150 -5.7140 -2.8920
48 Cl 0.1550 -7.3547 -3.3822
49 C 0.9330 -4.7932 -2.9177
50 Cl 2.5111 -5.3066 -3.4287
51 C -2.0650 1.4914 -3.9017
52 C -1.5243 0.8338 -2.8018
53 N -0.3437 1.1537 -2.2834
54 C 0.3455 2.1339 -2.8538
55 C -0.1077 2.8691 -3.9454
56 C -1.3447 2.5158 -4.4833
57 C 0.7360 3.9262 -4.5294
58 C 0.3475 5.1113 -5.0101
59 C -0.9820 5.7456 -4.9319
60 C -1.8572 5.5967 -3.8564
61 C -3.0457 6.2971 -3.9085
62 N -3.3693 7.0951 -4.9320
63 C -2.4577 7.1854 -5.8882
64 N -1.2842 6.5699 -5.9454
65 H -3.0248 1.1844 -4.2935
66 H -2.0642 0.0258 -2.3215
67 H 1.3195 2.3504 -2.4230
68 H -1.7230 3.0386 -5.3537
69 H 1.7909 3.6827 -4.6153
70 H 1.0748 5.7237 -5.5311
71 H -1.6261 4.9752 -3.0034
72 H -3.7558 6.2182 -3.0972
73 H -2.6938 7.8405 -6.7217

Cartesian forces (eV/Å) of the 2 atoms listed first:
0.33 0.33 0.53
-0.02 -0.05 -0.01


Density functional theory data (wB97M-V/def2-TZVPD) for a 3-piece molecular cluster, C17H22O7S2 overall.

HOMO in eV: -8.3
Energy in eV: -53981.9857
Frontier orbital gap in Ha: 0.2586
Net charge: 0
E_LUMO in hartree: -0.0447

Atoms and positions in Å:
1 C 1.4473 -6.2279 0.9642
2 C 1.6365 -5.5010 -0.0071
3 C 2.1209 -4.4524 -1.0898
4 C 2.9513 -3.2712 -0.4691
5 C 2.5216 -1.9590 -0.4336
6 C 1.1326 -1.4681 -0.9685
7 C 0.1940 -1.2890 0.3202
8 O 0.6894 -1.2494 1.4370
9 O -1.2223 -1.2167 0.2305
10 C -1.6771 -2.5648 -0.0124
11 C -1.3822 -3.7796 0.9440
12 O -2.3059 -2.7389 -1.0403
13 C 3.5012 -0.8800 0.2109
14 O 3.4458 0.2569 -0.2414
15 C 4.4678 -1.3706 1.3420
16 C 4.8753 -2.6886 1.3319
17 C 4.3639 -3.6225 0.1510
18 O 5.0516 -4.5705 -0.1970
19 H 1.4361 -6.7050 1.9825
20 H 1.2621 -4.1434 -1.7491
21 H 2.8339 -5.0441 -1.7606
22 H 1.1721 -0.4504 -1.4840
23 H 0.5959 -2.1917 -1.6471
24 H -2.0853 -3.7523 1.8435
25 H -0.3211 -3.8089 1.3408
26 H -1.5496 -4.7199 0.3419
27 H 4.7765 -0.6426 2.1557
28 H 5.5540 -3.0630 2.1585
29 C -4.0521 3.4474 1.1639
30 S -3.9504 1.7945 1.8730
31 O -4.1679 1.9221 3.3445
32 C -2.1788 1.5922 1.6033
33 H -5.0798 3.8008 1.2583
34 H -3.3854 4.1239 1.6994
35 H -3.7794 3.4083 0.1116
36 H -1.6317 2.3877 2.1119
37 H -1.9684 1.6165 0.5329
38 H -1.8751 0.6270 2.0088
39 C -0.0512 5.6727 -1.7540
40 S -1.7424 5.8959 -1.1682
41 O -2.2580 4.5532 -0.7689
42 C -2.4473 6.2869 -2.7818
43 H 0.5711 5.3812 -0.9078
44 H -0.0208 4.8897 -2.5135
45 H 0.3180 6.6125 -2.1675
46 H -2.2656 5.4650 -3.4761
47 H -1.9994 7.2064 -3.1615
48 H -3.5214 6.4308 -2.6631

Cartesian forces (eV/Å) of the 2 atoms listed first:
0.68 1.22 -0.29
0.65 0.55 0.69


Density functional theory data (wB97M-V/def2-TZVPD) for C3H6N2O as an isolated structure.

HOMO in eV: -8.6
Energy in eV: -8233.4855
Frontier orbital gap in Ha: 0.3541
Net charge: 0
E_LUMO in hartree: 0.0370
Energy relative to the best compared isomer or geometry (same formula, charge and spin) in kJ/mol: 310.03

Atoms and positions in Å:
1 N 0.7004 -1.0956 -0.1583
2 C -0.4040 -0.3599 -0.3622
3 N -0.4505 0.2508 -1.5829
4 C 1.6653 0.2533 0.7959
5 C -1.0402 0.2732 0.7497
6 O 2.8144 0.2903 0.7231
7 H 0.6056 -1.6910 0.6605
8 H -1.2099 0.8672 -1.8136
9 H 0.1309 -0.1360 -2.3086
10 H 0.2423 0.7374 1.1310
11 H -1.2065 -0.3610 1.6144
12 H -1.8478 0.9714 0.5511

Cartesian forces (eV/Å) of the 2 atoms listed first:
-0.85 -0.62 -0.62
1.08 0.39 0.15


Density functional theory data (wB97M-V/def2-TZVPD) for C24H37FeN7O2S as an isolated structure.

Expectation value of S²: 6.07
HOMO (spin up / spin down) in eV: -5.5 / -7.1
Energy in eV: -85232.2861
Spin multiplicity: 5
Frontier orbital gap (spin up / spin down) in Ha: 0.2085 / 0.2626
Net charge: 0
E_LUMO (spin up / spin down) in hartree: 0.0071 / 0.0018

Atoms and positions in Å:
1 Fe -0.9208 0.4442 -0.5265
2 N 2.5803 -0.1763 1.9432
3 C 1.7652 -0.0935 0.8757
4 N 0.6080 0.4655 0.8636
5 C 0.1176 1.0452 2.0767
6 N -0.9907 1.6836 2.0798
7 N -1.6191 1.6813 0.8163
8 C -1.7585 2.9104 0.2854
9 C -2.0244 2.9550 -1.1163
10 C -2.5473 4.0847 -1.7785
11 C -2.7120 4.0264 -3.1361
12 C -2.3496 2.8582 -3.8284
13 C -1.8336 1.7981 -3.1241
14 N -1.6525 1.8159 -1.8004
15 C 0.9337 0.9346 3.2922
16 C 0.5224 1.4566 4.5152
17 C 1.3431 1.3544 5.6221
18 C 2.5853 0.7331 5.5156
19 C 3.0027 0.2127 4.3074
20 C 2.1716 0.3035 3.1978
21 H 3.4074 -0.7463 1.8857
22 H 2.1452 -0.5518 -0.0345
23 H -1.5975 3.8185 0.8533
24 H -2.8167 4.9688 -1.2174
25 H -3.1209 4.8720 -3.6745
26 H -2.4733 2.7838 -4.8991
27 H -1.5482 0.8750 -3.6136
28 H -0.4403 1.9432 4.5845
29 H 1.0219 1.7629 6.5707
30 H 3.2303 0.6614 6.3812
31 H 3.9752 -0.2597 4.2293
32 O -1.4539 -0.6833 -1.6890
33 C -0.4799 -2.6121 3.8362
34 C -1.8420 -1.9204 3.8261
35 C -2.6566 -2.1654 2.5581
36 S -1.9547 -1.2493 1.1377
37 O -3.0874 -0.7980 0.2862
38 C -1.1068 -2.7049 0.3806
39 C -1.9030 -3.4219 -0.6921
40 C -3.0947 -4.2177 -0.1609
41 H 0.0125 -2.4708 4.7997
42 H 0.1833 -2.2057 3.0673
43 H -0.5830 -3.6860 3.6669
44 H -1.7039 -0.8461 3.9773
45 H -2.4206 -2.2856 4.6787
46 H -3.6642 -1.7683 2.6892
47 H -2.7497 -3.2271 2.3343
48 H -0.8132 -3.3951 1.1763
49 H -0.1906 -2.3069 -0.0582
50 H -1.2235 -4.1154 -1.1988
51 H -2.2344 -2.7061 -1.4420
52 H -2.7914 -4.9334 0.6101
53 H -3.5608 -4.7820 -0.9695
54 H -3.8550 -3.5577 0.2593
55 C 2.4850 2.0249 -4.0371
56 C 2.6710 0.5652 -3.6028
57 C 1.9762 -0.3675 -4.5833
58 C 4.1651 0.2488 -3.5909
59 N 2.1932 0.3261 -2.2320
60 N 0.7987 0.5349 -2.0297
61 H 2.9485 2.2012 -5.0089
62 H 2.9469 2.7081 -3.3194
63 H 1.4292 2.2910 -4.1303
64 H 2.4251 -0.2748 -5.5729
65 H 0.9139 -0.1380 -4.6833
66 H 2.0705 -1.4070 -4.2648
67 H 4.5980 0.3840 -4.5825
68 H 4.3407 -0.7832 -3.2838
69 H 4.7048 0.9054 -2.9019
70 H 2.7208 0.9043 -1.5869
71 H 0.2402 -0.1677 -2.5119
72 H 0.5412 1.4823 -2.2972

Cartesian forces (eV/Å) of the 2 atoms listed first:
-1.96 -0.63 -3.30
-0.23 0.00 0.33


Question: Which of these has the lowest net charge?
Answer: C33H27Cl5CsN5S2


Question: Look up the net charge of the fourth one.
Answer: 0


Question: Which value of net charge does entry 4 give?
Answer: 0